Model one:
Computed, not measured: 2 unconnected molecules or ions with the total composition C2H8NO2, with ωB97M-V with the def2-TZVPD basis set.

```
13
C2H8NO2 | OMol25 | ωB97M-V with the def2-TZVPD basis set
C 0.8524 2.4924 -0.8821
O 0.7367 1.1195 -0.9633
H 1.8180 2.7901 -0.4276
H -0.0169 2.9265 -0.3285
H 0.8329 2.9663 -1.8829
N -1.1957 -2.3333 0.7563
C -0.8225 -1.0259 0.2801
O 0.3738 -0.5040 0.8274
H -1.5419 -2.2911 1.6989
H -0.4572 -2.9989 0.5926
H -1.5339 -0.2462 0.6143
H -0.6132 -1.1505 -0.7853
H 0.4029 0.6198 -0.1412
```

Calculated values
- frontier orbital gap (alpha / beta) (eV) = 10.41 / 7.25
- HOMO level (alpha / beta) (eV) = -9.54 / -9.50
- expectation value of S² = 0.754
- charge = 0
- multiplicity = 2

=====

Model two:
Computed, not measured: 2 unconnected molecules or ions with the total composition C2H8NO2, with ωB97M-V with the def2-TZVPD basis set.

```
13
C2H8NO2 | OMol25 | ωB97M-V with the def2-TZVPD basis set
C 0.3939 -1.8965 -0.2251
O 0.4804 -1.0364 -1.2550
H 1.3929 -2.3211 -0.0706
H -0.2715 -2.7120 -0.5347
H -0.2190 -1.5358 0.5990
N -1.3670 1.0462 0.3340
C 0.1174 1.4108 0.6149
O 1.0899 1.0782 -0.2245
H -1.1773 0.5838 -0.5955
H -1.7062 1.9407 0.0404
H 0.3484 1.0559 1.5605
H 0.1064 2.4925 0.7215
H 0.8117 -0.1063 -0.9649
```

Calculated values
- frontier orbital gap (alpha / beta) (eV) = 10.75 / 7.04
- HOMO level (alpha / beta) (eV) = -9.95 / -9.89
- expectation value of S² = 0.755
- charge = 0
- multiplicity = 2

=====

Most stable structure: model one

=====

Model one:
Computed, not measured: 4 unconnected molecules or ions with the total composition CH8O4, with ωB97M-V with the def2-TZVPD basis set.

```
13
CH8O4 | OMol25 | ωB97M-V with the def2-TZVPD basis set
O 0.4771 -2.2200 -0.0002
C 1.3250 -2.2706 0.8470
H 2.0365 -1.4437 0.9912
H 1.4071 -3.1416 1.5159
H -1.8316 1.5299 1.0108
H -1.6431 2.0203 -0.4024
O -1.4856 2.2787 0.5129
H -1.1800 -0.4550 -2.3466
H -0.4192 0.0629 -1.1163
O -1.2056 0.2094 -1.6554
H 0.2551 1.6216 0.2694
H 1.7208 1.9613 0.6534
O 1.1531 1.2565 0.3262
```

Calculated values
- frontier orbital gap (eV) = 11.05
- HOMO level (eV) = -10.26
- charge = 0
- multiplicity = 1

=====

Model two:
Computed, not measured: 4 unconnected molecules or ions with the total composition CH8O4, with ωB97M-V with the def2-TZVPD basis set.

```
13
CH8O4 | OMol25 | ωB97M-V with the def2-TZVPD basis set
O -1.4881 0.4196 1.1371
C -0.5200 0.2313 1.8433
H 0.2882 0.9524 1.8683
H -0.5179 -0.6793 2.4507
H 1.6887 0.1154 0.1919
H 2.8044 -0.3779 1.1733
O 1.8547 -0.2290 1.0965
H -1.6799 0.0545 -1.0571
H -1.8745 -0.3137 -2.4911
O -1.5076 -0.6715 -1.6751
H 1.0898 1.1815 -1.7016
H 0.3902 -0.1594 -1.7496
O 1.2835 0.2396 -1.7087
```

Calculated values
- frontier orbital gap (eV) = 10.50
- HOMO level (eV) = -9.92
- charge = 0
- multiplicity = 1

=====

Most stable structure: model one

=====

Model one:
Computed, not measured: a molecular structure, H18KrO9, with ωB97M-V with the def2-TZVPD basis set.

```
28
H18KrO9 | OMol25 | ωB97M-V with the def2-TZVPD basis set
Kr -0.2813 -0.2359 0.0036
O -0.9481 -0.7457 3.7054
H -1.4873 -1.2626 3.1068
H -0.1186 -1.2210 3.7523
O 1.0293 -3.7919 1.3195
H 1.9000 -3.5435 1.0091
H 0.8421 -3.1756 2.0277
O -3.8666 0.8042 -0.6188
H -3.5501 1.5592 -0.1229
H -3.0720 0.3416 -0.8849
O -0.8914 3.0992 1.0717
H -1.1467 3.3443 0.1823
H -0.3187 2.3409 0.9566
O -2.7676 -1.3701 -1.9668
H -2.2338 -2.1041 -1.6628
H -3.3939 -1.7641 -2.5740
O 1.3555 2.5452 -1.5976
H 0.4224 2.7523 -1.6501
H 1.7690 3.3664 -1.3316
O 0.7206 -2.3289 -2.6511
H 1.1744 -2.0455 -1.8575
H 0.6270 -1.5313 -3.1720
O 1.3332 1.2502 2.3595
H 1.1476 0.3161 2.2631
H 2.2609 1.3345 2.1391
O 3.0647 0.3227 -1.1762
H 3.9459 0.6767 -1.2966
H 2.4836 1.0668 -1.3337
```

Calculated values
- frontier orbital gap (eV) = 10.84
- HOMO level (eV) = -10.98
- charge = 0
- multiplicity = 1

=====

Model two:
Computed, not measured: a molecular structure, H18KrO9, with ωB97M-V with the def2-TZVPD basis set.

```
28
H18KrO9 | OMol25 | ωB97M-V with the def2-TZVPD basis set
Kr 14.1250 -1.5661 -13.9862
O 12.0382 0.6186 -12.2490
H 11.3546 0.6880 -12.9154
H 12.3323 1.5191 -12.1122
O 10.6021 -0.1800 -14.6274
H 9.9084 -0.8087 -14.4281
H 10.2968 0.2731 -15.4133
O 15.5948 -4.6517 -12.1765
H 15.1227 -5.3994 -11.8100
H 15.2434 -4.5565 -13.0617
O 15.6870 -1.4302 -10.5899
H 16.0309 -1.7918 -11.4067
H 15.5534 -0.5009 -10.7762
O 11.7496 -2.3764 -11.5630
H 10.8168 -2.2881 -11.3676
H 12.0414 -1.4841 -11.7496
O 16.6950 0.1118 -14.8168
H 16.3366 0.2387 -15.6952
H 16.2999 0.8089 -14.2933
O 13.8916 1.5063 -14.8794
H 13.6417 1.2040 -15.7525
H 13.6185 0.8001 -14.2937
O 10.9556 -3.1471 -14.3019
H 11.4906 -2.5211 -14.7900
H 11.2891 -3.1006 -13.4059
O 14.9784 -5.2181 -14.9589
H 15.3117 -4.6118 -15.6203
H 14.4807 -5.8666 -15.4569
```

Calculated values
- frontier orbital gap (eV) = 10.57
- HOMO level (eV) = -10.63
- charge = 0
- multiplicity = 1

=====

Most stable structure: model two

=====

Model one:
Computed, not measured: a single C3H2OS molecule, with ωB97M-V with the def2-TZVPD basis set.

```
7
C3H2OS | OMol25 | ωB97M-V with the def2-TZVPD basis set
C -0.7651 -0.0080 -0.0294
C 0.5159 0.5926 -0.0669
C 1.7030 0.7312 -0.1253
H -1.5205 -1.5441 0.0145
H 2.7550 0.6097 0.0436
O -0.6309 -1.2561 -0.1362
S -2.0575 0.8747 0.2998
```

Calculated values
- frontier orbital gap (eV) = 8.91
- HOMO level (eV) = -9.20
- charge = 0
- multiplicity = 1

=====

Model two:
Computed, not measured: a molecular structure, C3H2OS, with ωB97M-V with the def2-TZVPD basis set.

```
7
C3H2OS | OMol25 | ωB97M-V with the def2-TZVPD basis set
C -0.4148 -0.8573 -1.0570
C -1.2201 -0.3672 -0.1161
C 0.0387 0.2696 0.4224
O 1.7556 1.5554 1.6882
S 1.5498 0.7056 0.5319
H 0.4920 -0.9861 -1.5918
H -2.2013 -0.3201 0.1225
```

Calculated values
- frontier orbital gap (alpha / beta) (eV) = 8.65 / 8.65
- HOMO level (alpha / beta) (eV) = -8.86 / -8.86
- charge = 0
- multiplicity = 1

=====

Most stable structure: model one

=====

Model one:
Computed, not measured: 2 unconnected molecules or ions with the total composition C5H7O3, with ωB97M-V with the def2-TZVPD basis set.

```
15
C5H7O3 | OMol25 | ωB97M-V with the def2-TZVPD basis set
O -3.4451 0.2801 -0.9620
C -2.5764 0.6520 -0.1645
O -2.6041 1.3610 0.8580
C -1.1751 -0.0687 -0.4973
C -0.0070 0.0763 0.4874
C 1.3572 -0.6322 0.5812
C 2.4202 0.1065 -0.0484
O 3.6238 -0.0061 0.1328
H -1.4099 -1.1613 -0.5110
H -0.9357 0.3080 -1.5140
H 0.3432 1.1559 0.5479
H -0.5894 -0.0628 1.3697
H 1.2601 -1.6519 -0.9693
H 1.6208 -1.2438 1.4208
H 2.1174 0.8867 -0.7313
```

Calculated values
- frontier orbital gap (eV) = 6.77
- HOMO level (eV) = -4.32
- charge = -1
- multiplicity = 1

=====

Model two:
Computed, not measured: a molecular structure, C5H7O3, with ωB97M-V with the def2-TZVPD basis set.

```
15
C5H7O3 | OMol25 | ωB97M-V with the def2-TZVPD basis set
O -2.6575 -1.4947 0.4486
C -2.2929 -0.3246 0.3523
O -2.7610 0.7364 0.8458
C -0.9594 -0.0762 -0.3758
C 0.0862 0.0072 0.6241
C 1.5017 0.0840 0.3987
C 2.4376 -0.7535 1.0276
O 3.6411 -0.7805 0.7154
H -0.9758 1.2984 -2.9991
H -0.8141 -0.5146 -1.3508
H -0.3327 -0.1006 1.6249
H -0.5581 1.0185 -0.0091
H -0.2688 1.3710 -3.0068
H 1.8322 0.9841 -0.1100
H 2.1216 -1.4551 1.8144
```

Calculated values
- frontier orbital gap (eV) = 7.58
- HOMO level (eV) = -4.18
- charge = -1
- multiplicity = 1

=====

Most stable structure: model one